76
Properties=species:S:1:pos:R:3:forces:R:3 method="wB97M-V/def2-TZVPD" lumo_ev="4.03 / 4.03" s2=3.77 charge=-2 multiplicity=4 e_tot_ev=-170601.2055 de_lowest_kj_mol=113.2
Co 0.53618 0.88815 -0.04247 -1.809 1.737 0.347
C 4.60358 0.22645 -1.17147 -0.117 -0.089 -0.321
C 3.14518 -0.06075 -0.91357 -0.060 2.733 0.190
N 2.32948 0.98275 -0.72357 1.854 -2.413 -0.367
N 2.88398 2.19095 -0.83797 1.523 1.600 -0.767
C 2.38178 3.15855 -0.15017 -0.940 -1.245 0.673
S 1.09288 2.92705 0.98673 0.806 0.510 0.599
S 3.07798 4.74405 -0.42307 0.361 0.614 0.170
C 3.53928 5.16125 1.32373 -0.430 -0.154 -0.811
C 4.78748 4.46625 1.72603 0.236 -0.131 0.157
C 6.01068 5.12885 1.73523 -0.168 0.036 0.042
C 7.15948 4.48315 2.15323 0.188 -0.058 0.054
C 7.10798 3.15545 2.55013 0.146 0.017 -0.025
C 5.90198 2.47425 2.50183 0.078 -0.026 0.048
C 4.75038 3.12255 2.09733 -0.028 0.063 0.034
C 2.68808 -1.39985 -0.80467 -0.765 -1.349 0.273
C 3.58788 -2.48475 -0.73867 -0.169 0.438 -0.011
C 3.15918 -3.77705 -0.55107 0.456 -0.373 0.021
C 1.79918 -4.06005 -0.44977 -0.301 0.344 -0.074
C 0.88378 -3.03695 -0.54397 0.056 -0.737 0.056
C 1.28298 -1.69955 -0.70537 -0.184 0.977 -0.420
O 0.37468 -0.78025 -0.80227 0.251 -2.758 -0.510
H 4.70928 1.26725 -1.46367 0.031 -0.034 0.040
H 4.97838 -0.41215 -1.96917 0.084 -0.132 0.008
H 5.20628 0.06115 -0.27817 0.001 -0.049 0.088
H 2.68778 4.84965 1.92603 -0.035 0.139 0.070
H 3.65178 6.24335 1.33883 -0.038 0.036 0.068
H 6.05318 6.16615 1.42583 -0.004 0.048 -0.003
H 8.09868 5.01975 2.17853 0.068 0.025 -0.007
H 8.00418 2.65545 2.89493 0.034 -0.022 -0.023
H 5.85878 1.43465 2.79363 -0.031 -0.092 0.026
H 3.80918 2.59285 2.07563 -0.160 -0.025 0.001
H 4.64958 -2.29685 -0.82327 0.050 0.037 0.045
H 3.88428 -4.57795 -0.47357 0.034 -0.001 -0.032
H 1.46078 -5.07835 -0.30607 -0.013 -0.048 0.010
H -0.17802 -3.23205 -0.49447 -0.085 0.030 0.023
C -3.04012 0.39035 -2.63647 -0.076 0.298 0.181
S -4.01502 1.31335 -1.41797 -0.143 -0.344 -0.124
C -3.01822 2.67015 -0.92117 0.235 0.251 0.088
C -1.70762 2.95705 -1.10937 -0.652 0.547 0.083
S -0.51992 2.09085 -1.98677 0.774 -0.079 -0.160
S -1.20982 4.53615 -0.44137 -1.111 -0.210 -0.081
C -2.73872 5.04065 0.17533 0.094 -0.753 -0.451
S -3.02672 6.49395 0.89513 -0.121 0.537 0.322
S -3.98512 3.83695 -0.03747 0.699 0.384 -0.032
H -3.73292 -0.32835 -3.06467 -0.171 -0.094 -0.023
H -2.21242 -0.11365 -2.14827 0.053 -0.025 -0.099
H -2.68002 1.07345 -3.39917 0.067 -0.172 -0.034
C -5.23382 -2.69115 -3.89827 0.043 -0.029 0.061
C -5.01322 -2.91115 -2.43057 0.021 -0.073 0.034
C -5.53132 -2.03225 -1.48487 0.064 -0.132 -0.037
C -5.33442 -2.25865 -0.13437 -0.030 0.066 0.110
C -4.62882 -3.37575 0.26943 0.140 -0.064 0.548
C -4.09192 -4.25325 -0.65397 0.146 -0.118 0.106
C -4.27772 -4.01425 -2.00247 -0.115 0.085 0.035
S -4.37502 -3.65315 2.02363 -0.199 -0.154 0.693
O -3.77032 -4.95405 2.18783 0.212 0.235 -0.381
O -5.63212 -3.43505 2.69603 0.188 0.383 -0.340
N -3.30703 -2.51965 2.54053 -0.961 -0.658 -0.090
C -1.98362 -2.63365 1.95563 0.666 -0.239 -0.144
C -1.20092 -1.34845 2.19863 -0.256 0.239 -0.368
C -1.87982 -0.12115 1.52253 0.814 -0.168 0.104
O -3.10522 -0.01995 1.61213 -0.830 -0.172 0.249
O -1.13753 0.72095 0.95083 -0.461 0.041 0.581
H -5.91722 -1.86405 -4.06707 -0.032 0.100 -0.085
H -5.65302 -3.58845 -4.35157 -0.048 -0.037 -0.100
H -4.29012 -2.47665 -4.39907 0.033 0.064 -0.074
H -6.08012 -1.15875 -1.80687 -0.042 0.089 -0.021
H -5.71902 -1.58095 0.61153 -0.055 0.167 0.012
H -3.53812 -5.10715 -0.29077 0.049 -0.063 -0.053
H -3.85002 -4.68935 -2.73177 0.010 -0.054 -0.065
H -3.64102 -1.56115 2.35553 -0.123 0.273 -0.026
H -2.05502 -2.82485 0.87443 0.149 0.072 0.046
H -1.48332 -3.49015 2.41903 0.026 0.104 -0.151
H -0.18883 -1.46125 1.80963 -0.020 -0.003 0.043
H -1.15252 -1.16075 3.27523 0.044 0.055 -0.027

=====

128
Properties=species:S:1:pos:R:3:forces:R:3 method="wB97M-V/def2-TZVPD" lumo_ev=0.14 charge=0 e_tot_ev=-93668.7005
C -19.61399 -17.59859 -10.39177 1.038 -0.612 0.903
C -19.40899 -16.83854 -8.96069 1.857 -4.558 -5.132
N -18.86068 -15.59824 -9.31819 2.917 -0.089 1.292
C -19.47263 -14.59254 -9.95796 -3.110 1.548 -1.102
C -18.62001 -13.53737 -9.87242 -0.587 -0.813 -0.117
N -17.50497 -13.92452 -9.26599 2.544 -1.958 1.681
C -17.58666 -15.24233 -8.98614 0.412 -0.540 0.849
C -16.31686 -13.07616 -8.97411 2.191 -4.446 0.859
H -20.15887 -17.08323 -11.14183 -1.277 0.732 -0.265
H -19.99640 -18.67225 -10.33026 0.793 1.502 0.116
H -18.59738 -17.51512 -10.83908 -0.407 -0.917 0.400
H -18.70551 -17.60168 -8.58267 0.135 1.303 0.659
H -20.26554 -16.82452 -8.44221 -2.950 0.655 2.134
H -20.56007 -14.61884 -10.41134 2.653 -0.126 1.160
H -18.56837 -12.56280 -10.14365 -1.004 2.653 -1.222
H -16.71633 -15.95327 -8.61885 -2.188 1.529 -0.663
H -15.87183 -12.90772 -9.89634 0.556 1.346 -1.742
H -15.40494 -13.75978 -8.51262 -2.699 1.355 -0.658
H -16.48301 -12.26005 -8.33802 -0.598 1.109 0.527
Cl -15.48606 -18.25323 -9.69050 -0.201 0.652 -0.037
N -19.89684 -19.55332 -13.54800 -1.169 1.957 2.278
C -19.63854 -20.13230 -14.69449 -1.735 0.516 0.868
C -20.66910 -20.66656 -15.41601 -0.684 -1.359 -2.731
C -22.00333 -20.59373 -15.06748 0.987 0.285 1.114
C -22.23328 -19.94151 -13.85013 -1.778 0.033 -1.257
C -21.19390 -19.36455 -13.13364 0.335 -1.721 -0.161
H -18.65144 -20.03261 -15.03532 1.240 -0.458 -0.485
H -20.48116 -21.16166 -16.36659 0.393 0.087 0.043
H -22.79611 -21.03305 -15.69116 0.469 0.306 0.456
H -23.31414 -19.85753 -13.64335 0.797 0.359 0.753
H -21.51185 -18.92439 -12.15797 1.156 -0.017 -0.940
N -19.57490 -15.75315 -5.90639 1.815 1.527 -0.020
C -18.57839 -16.67747 -5.81021 -0.538 2.206 1.120
C -17.23173 -16.48506 -5.40225 -2.677 4.917 -0.732
C -16.94141 -15.08510 -5.25017 1.070 -1.216 0.110
C -17.94086 -14.11260 -5.52659 4.340 1.190 0.977
C -19.19055 -14.42706 -5.78014 -4.259 -1.267 -2.049
H -19.06128 -17.56292 -5.98927 -0.090 -2.820 -0.350
H -16.48420 -17.18500 -5.32077 1.274 -1.745 0.207
H -15.87452 -14.77251 -4.94367 -1.894 -0.420 -0.641
H -17.63325 -13.05812 -5.57320 -0.104 -0.464 0.324
H -19.94217 -13.58972 -6.10502 1.186 -1.875 0.948
N -19.76357 -10.81353 -8.14637 2.283 -0.862 2.195
C -18.60106 -10.41670 -7.47547 -1.078 0.830 -3.211
C -17.94441 -9.22858 -7.91349 -2.394 -0.123 -0.884
C -18.57040 -8.45638 -8.97197 -1.153 -3.755 1.798
C -19.80900 -8.89336 -9.52460 2.290 2.648 0.393
C -20.31374 -10.09835 -9.09031 0.614 1.334 0.811
H -18.18703 -11.16997 -6.79806 -0.260 0.661 0.106
H -17.13001 -8.75735 -7.40543 0.662 -0.292 0.183
H -18.07507 -7.60841 -9.29803 0.603 1.728 -0.554
H -20.29977 -8.09006 -10.11905 0.002 -1.403 -0.032
H -21.27200 -10.38369 -9.37311 -1.544 -0.821 -0.811
N -22.84441 -16.69539 -12.60197 -0.200 2.730 -0.119
C -21.96614 -16.05239 -13.42572 -1.357 0.489 0.750
C -22.09975 -14.63916 -13.68765 4.720 -1.547 -2.376
C -23.08903 -13.92601 -13.25563 -3.460 4.822 2.460
C -24.03305 -14.56044 -12.52465 -2.435 -1.325 2.965
C -23.85936 -15.86787 -12.08636 0.763 -1.767 -0.868
H -21.13789 -16.65570 -13.82280 -0.375 0.399 0.126
H -21.38659 -13.95833 -14.19258 0.413 -1.522 -0.007
H -23.22039 -12.73619 -13.09597 0.888 -2.780 -1.534
H -24.85253 -13.97936 -12.07860 0.264 -0.369 -0.217
H -24.51417 -16.37209 -11.31447 0.686 0.785 -1.145
N -14.57360 -10.40157 -11.14645 -2.315 2.419 -2.714
C -15.22573 -10.06001 -12.36091 1.672 -4.096 3.346
C -15.22711 -11.08548 -13.39882 0.700 3.160 1.859
C -14.38890 -12.16647 -13.37453 1.589 -3.466 2.188
C -13.58200 -12.33798 -12.12783 -0.472 -3.428 -2.627
C -13.84371 -11.47735 -11.06788 2.597 -0.488 0.922
H -15.85266 -9.20012 -12.10509 0.039 -0.190 -1.423
H -15.74079 -10.76568 -14.23089 -1.397 -0.053 -2.030
H -14.42949 -13.16349 -14.09872 0.189 3.210 1.593
H -12.90446 -13.41718 -12.10105 -1.948 3.595 0.299
H -13.28103 -11.49017 -10.07567 -0.704 -0.769 -1.352
N -20.06105 -12.34601 -12.56140 -2.603 1.888 -0.462
C -20.84017 -11.24327 -12.81518 2.729 0.658 -2.093
C -20.44676 -10.30287 -13.89809 1.030 -2.413 0.404
C -19.34277 -10.59701 -14.72403 -1.996 -6.553 7.466
C -18.68314 -11.86142 -14.42736 1.645 2.913 -4.997
C -19.10245 -12.65198 -13.45157 1.211 -1.748 3.370
H -21.71540 -11.01371 -12.21173 0.320 -0.283 0.174
H -20.89583 -9.41902 -14.29047 -1.270 0.536 0.857
H -19.26351 -10.01327 -15.47050 1.623 3.868 -5.415
H -17.83403 -12.19566 -15.14581 -1.484 0.484 1.533
H -18.45439 -13.52594 -13.13866 -1.081 0.685 -0.706
C -13.75928 -15.75873 -15.27972 -3.114 -0.372 4.079
C -14.94164 -15.81160 -14.28017 -0.373 -0.723 -1.866
C -14.79750 -16.26595 -12.97709 -0.788 -0.009 -1.413
C -13.53234 -16.65838 -12.55102 0.530 0.785 -5.384
C -12.43414 -16.77486 -13.39869 0.730 0.958 -1.075
C -12.56975 -16.25505 -14.75594 0.120 -0.023 -1.838
O -11.42580 -16.21496 -15.58340 0.786 -0.221 4.182
O -15.95145 -16.42526 -12.17885 1.379 -0.376 0.585
H -13.95455 -15.28599 -16.24730 0.487 -0.507 0.322
H -16.07729 -15.80545 -14.54625 2.495 0.869 -0.264
H -13.56616 -16.74764 -11.59827 1.024 -1.621 6.453
H -11.39026 -17.13304 -13.08554 -1.885 0.649 -0.347
H -11.26838 -16.23663 -16.50016 -1.345 -0.111 -1.619
H -15.78246 -16.99053 -11.30865 0.033 0.717 -1.610
C -11.22953 -15.47388 -5.82182 -7.111 -7.926 -5.523
C -11.96389 -15.36039 -7.17267 3.155 2.965 3.821
C -13.03377 -16.13559 -7.42215 0.216 -3.556 1.473
C -13.21120 -17.28944 -6.59742 0.421 -1.666 0.954
C -12.41397 -17.60887 -5.42781 -3.401 -0.072 -2.090
C -11.47765 -16.67474 -5.07268 -1.397 2.670 -3.415
O -11.01016 -16.75591 -3.89749 2.969 -1.569 6.376
O -13.82767 -15.90327 -8.44063 0.617 4.353 -0.508
H -10.65212 -14.77868 -5.57194 4.966 5.462 2.261
H -11.71358 -14.42801 -7.77528 -0.499 -1.445 0.667
H -13.93087 -18.05866 -6.95835 0.254 0.821 0.404
H -12.77878 -18.37142 -4.61064 0.911 1.199 -2.088
H -11.16182 -17.63244 -3.40586 0.140 1.966 -1.526
H -14.34904 -16.49676 -8.90870 -1.403 -3.281 -0.849
C -17.43341 -17.91788 -16.88194 1.100 0.624 2.403
C -17.45676 -17.54448 -15.38403 1.020 -3.028 -4.408
C -18.35431 -16.58097 -15.03145 -0.102 0.157 0.905
C -19.19814 -15.92784 -15.92440 0.301 -1.165 -4.283
C -19.19786 -16.30636 -17.33081 1.028 -0.345 1.202
C -18.22260 -17.23859 -17.78377 -1.085 -0.189 2.410
O -18.31063 -17.59954 -19.06802 -4.836 4.654 0.537
O -18.47856 -16.21335 -13.72447 0.284 0.132 0.430
H -16.75295 -18.66690 -17.39222 -0.586 0.662 1.436
H -16.81910 -18.19754 -14.69514 -1.091 1.413 -0.827
H -19.77713 -15.09254 -15.63973 -0.776 0.482 0.627
H -19.85679 -16.07057 -18.19679 0.099 0.766 1.359
H -17.73254 -18.17310 -19.36551 4.699 -4.478 -1.820
H -17.73216 -16.60493 -13.22990 -0.192 0.245 0.177

=====

24
Properties=species:S:1:pos:R:3:forces:R:3 method="wB97M-V/def2-TZVPD" smiles="CC(C)(C)N1CNC(=[NH2+])O1" lumo_ev=-3.18 charge=+1 e_tot_ev=-12958.1513 de_lowest_kj_mol=151.6
C -2.12492 -0.85557 0.36166 3.406 -1.736 0.474
C -1.12650 0.23278 0.08919 0.473 0.622 -0.613
C -1.44402 1.57711 0.76835 0.590 -1.835 -0.463
C -1.07141 0.46575 -1.43170 0.453 0.243 2.155
N 0.14729 -0.25912 0.74520 -2.307 -0.683 0.233
C 0.72495 -1.56384 0.42543 0.202 0.089 0.595
N 2.05669 -1.17487 0.03416 0.673 -0.496 -0.908
C 2.22546 0.13091 0.10599 -2.017 -3.518 -0.231
N 3.23384 0.82282 -0.21815 -0.582 5.004 1.864
O 1.15891 0.66705 0.55059 0.277 2.939 0.448
H -1.87687 -1.81091 -0.16846 -0.317 0.870 -0.071
H -1.81027 -1.07368 1.36858 -1.545 -0.385 1.064
H -3.07971 -0.55853 0.10816 -2.114 0.499 0.164
H -0.70314 2.18817 0.33537 0.883 1.360 0.106
H -1.35659 1.51423 1.83966 -0.287 0.178 0.347
H -2.36680 1.92382 0.38209 -1.149 0.368 0.077
H -0.80048 1.46984 -1.67420 0.388 0.563 -0.374
H -0.38383 -0.24809 -1.78696 0.592 -0.890 -1.282
H -2.07434 0.28977 -1.69855 -0.968 -0.268 -1.185
H 0.81747 -2.09582 1.35211 -0.192 -0.648 0.434
H 0.22589 -2.20017 -0.29984 -0.191 0.342 -0.342
H 2.62531 -1.77383 -0.52101 0.548 -0.337 -0.165
H 3.95120 0.49590 -0.77664 1.823 -0.363 -0.982
H 3.05188 1.83630 0.10895 1.360 -1.917 -1.345

=====

24
Properties=species:S:1:pos:R:3:forces:R:3 method="wB97M-V/def2-TZVPD" lumo_ev="-2.90 / -6.77" s2=2.01 charge=+1 multiplicity=3 e_tot_ev=-15099.6347 de_lowest_kj_mol=125.6
C -0.16165 -1.87005 -0.79085 2.859 8.525 -0.924
C -0.74634 -2.94276 -0.26870 -3.585 -6.101 3.639
C -1.08949 -1.49758 1.48622 1.351 2.659 -3.626
C 1.11460 1.60077 -0.82291 -1.521 1.971 0.429
C 1.07043 -0.26320 0.83199 3.362 0.456 0.098
C -0.08489 1.02508 -1.51910 -1.120 0.362 -0.165
C -0.53122 1.48093 0.80125 0.464 -0.750 -1.553
C 0.96265 1.28196 0.68497 -1.161 -0.846 -2.450
C -0.21248 -0.73335 0.15715 -0.658 -2.828 2.133
N -0.89004 0.48406 -0.36656 -0.420 0.128 2.206
O -1.42517 -0.91883 2.47126 -0.149 -1.400 -0.189
O -1.25706 -2.73556 1.00414 -0.033 -1.183 -0.236
H 0.43623 -1.69374 -1.62614 0.756 -0.793 -1.353
H -0.79417 -3.87082 -0.75996 -0.558 -1.210 0.405
H 1.96090 1.24965 -1.24337 3.000 -1.548 -1.032
H 1.14066 2.66931 -1.11962 -0.015 -0.275 0.980
H 2.11205 -0.75377 0.53437 -2.306 1.191 -0.300
H 1.07227 -0.55232 1.86604 -0.368 0.092 0.656
H -0.64157 1.82023 -1.99762 -0.413 -0.116 -0.112
H 0.18177 0.29495 -2.26161 -0.371 -0.570 -0.063
H -1.00613 1.23330 1.70688 -0.575 -0.694 0.944
H -0.82434 2.42475 0.46554 -0.576 1.622 -0.382
H 1.51471 2.03929 1.13889 1.216 0.422 1.806
H -1.90172 0.22771 -0.37225 0.821 0.889 -0.910